1.
Here is a molecular structure, C13H15NTeTi from the Open Molecules 2025 dataset. Energies are from ωB97M-V/def2-TZVPD.

The geometry in ORCA input format:
```
! wB97M-V def2-TZVPD RIJCOSX def2/J DEFGRID3
* xyz 0 1
C 2.7958 -1.3507 -1.9771
C 1.5697 -2.1046 -2.1133
C 1.0910 -2.4424 -0.8093
C 2.0084 -1.9338 0.1663
C 3.0643 -1.2521 -0.5495
Ti 1.5252 0.2054 -1.2840
N 3.0162 1.3599 -0.8453
C 0.1872 0.8954 -2.8473
C -0.6817 -0.1946 -2.7886
H 0.2238 -3.0372 -0.5887
H 1.1972 -2.4715 -3.0500
H 1.8906 -1.9616 1.2406
H 3.9278 -0.7856 -0.1064
H 3.4751 -1.0674 -2.7670
H -0.3525 -1.0071 -3.4273
H 0.1452 1.8913 -2.2593
H 2.8238 2.2253 -1.3957
H -1.5185 -0.0096 -2.1187
H 1.1776 0.9580 -3.3968
Te 0.9007 1.1459 1.4202
C -1.0598 0.8943 2.1047
C -1.2925 1.2364 3.4700
C -2.6130 1.3606 3.9364
C -3.6945 1.1092 3.0895
C -3.4713 0.7013 1.7646
C -2.1548 0.5592 1.2638
H -0.4244 1.4459 4.1025
H -2.7773 1.6652 4.9673
H -4.7056 1.2246 3.4546
H -4.3191 0.4936 1.1130
H -1.9547 0.2466 0.2309
*
```

Results
Calculated total energy   -45618.3004 eV
HOMO energy (alpha / beta)   -6.7 / -6.7 eV
Frontier orbital gap (alpha / beta)   0.2002 / 0.2002 Ha
Lowest unoccupied orbital energy (alpha / beta)   -1.26 / -1.26 eV
ΔE to the lowest compared entry with this formula, charge and spin   34.6 kJ/mol

***

2.
Here is a molecular structure, C25H35N3O4PtS4 from the Open Molecules 2025 dataset. Energies are from ωB97M-V/def2-TZVPD.

The geometry in ORCA input format:
```
! wB97M-V def2-TZVPD RIJCOSX def2/J DEFGRID3
* xyz 2 5
Pt -0.6506 1.0663 0.3027
C -5.5157 3.0879 0.4410
N -4.3814 3.6359 -0.2990
C -3.1241 3.2374 -0.1872
N -2.1965 3.8132 -0.9662
S -2.6911 2.0415 0.9648
H -5.6369 3.5936 1.3979
H -5.3555 2.0271 0.6112
H -6.4117 3.2272 -0.1576
H -4.5677 4.4422 -0.8772
H -2.4203 4.5982 -1.5575
H -1.2265 3.6532 -0.7439
O 2.1763 -1.3597 -1.6281
S 2.3798 -0.8824 -0.2810
O 2.2094 -1.8205 0.7866
N 1.4012 0.4424 -0.0421
C 2.0820 1.5404 0.2080
S 1.1720 2.9202 0.5722
C 3.5458 1.3663 0.1738
C 4.5433 2.2974 0.3976
C 5.8635 1.8664 0.3235
C 6.1710 0.5402 0.0389
C 5.1689 -0.4027 -0.1809
C 3.8691 0.0449 -0.1103
H 4.2985 3.3276 0.6207
H 6.6654 2.5720 0.4920
H 7.2069 0.2334 -0.0098
H 5.4071 -1.4353 -0.3958
O -0.6756 -0.0375 2.2096
S -0.1933 -0.1066 3.6579
C 1.3079 0.9127 3.7767
C 0.9964 2.1240 4.6558
C -0.4826 2.4364 4.4454
C -1.1883 1.0937 4.5707
H 1.5019 1.2063 2.7461
H 2.1234 0.2861 4.1328
H 1.6406 2.9600 4.3855
H 1.1862 1.8890 5.7043
H -0.6468 2.8552 3.4491
H -0.8635 3.1490 5.1755
H -2.1960 1.0382 4.1610
H -1.2094 0.7394 5.6042
C -2.8342 -0.0848 -2.7798
C -1.4966 -0.3081 -3.4944
C -0.5836 0.9284 -3.4500
C -0.7732 -1.5355 -3.0510
C -0.1771 -2.3462 -4.0782
C 0.4506 -3.5403 -3.8268
C 0.4751 -4.0342 -2.5272
C -0.0991 -3.3177 -1.4348
C -0.1411 -3.8632 -0.0651
C -1.6187 -4.0834 0.3592
C 0.6916 -5.1174 0.1570
C -0.6284 -1.9725 -1.6718
O -0.8890 -1.2917 -0.6606
H -3.3668 0.7227 -3.2831
H -2.6982 0.1890 -1.7349
H -3.4616 -0.9750 -2.8280
H -1.7071 -0.4608 -4.5570
H -0.3736 1.2546 -2.4230
H -1.0807 1.7498 -3.9633
H 0.3861 0.7520 -3.9168
H -0.2330 -1.9749 -5.0952
H 0.9037 -4.1023 -4.6312
H 0.9369 -4.9915 -2.3243
H 0.2414 -3.0489 0.5668
H -2.0897 -4.8454 -0.2627
H -2.1969 -3.1641 0.3098
H -1.6198 -4.4383 1.3882
H 0.3109 -5.9717 -0.4069
H 0.6478 -5.3872 1.2107
H 1.7416 -4.9619 -0.0947
*
```

Results
Calculated total energy   -85724.0572 eV
<S²>   6.03
HOMO energy (alpha / beta)   -12.9 / -13.8 eV
Frontier orbital gap (alpha / beta)   0.2681 / 0.1657 Ha
Lowest unoccupied orbital energy (alpha / beta)   -5.58 / -9.33 eV
ΔE to the lowest compared entry with this formula, charge and spin   32.8 kJ/mol

***

3.
Here is a molecular structure, C41H52CoN5O5SbSi4Te from the Open Molecules 2025 dataset. Energies are from ωB97M-V/def2-TZVPD.

The geometry in ORCA input format:
```
! wB97M-V def2-TZVPD RIJCOSX def2/J DEFGRID3
* xyz -1 5
Co -18.1576 -17.9512 -2.5122
O -17.7704 -15.5370 -5.7463
C -18.1293 -16.2984 -4.8591
O -17.5885 -16.3385 -3.6671
C -19.0918 -17.5107 -5.1748
C -19.5453 -17.6028 -6.4537
C -20.2828 -18.7448 -6.7945
C -20.5234 -19.6867 -5.7705
C -20.0094 -19.4673 -4.5132
N -19.3209 -18.4021 -4.2163
H -19.4022 -16.9167 -7.2232
H -20.6915 -18.8585 -7.7615
H -21.0696 -20.6544 -5.8729
H -20.2913 -20.1886 -3.6812
O -18.0593 -16.1941 0.5523
C -18.9218 -16.9990 0.3561
C -19.8068 -17.4754 1.6057
C -20.3456 -18.8279 1.0394
C -19.9851 -18.7317 -0.4258
O -20.2547 -19.6334 -1.2392
N -19.2900 -17.5958 -0.7854
H -20.6162 -16.7566 1.7302
H -19.2831 -17.4195 2.6030
H -21.4115 -18.8855 0.9974
H -19.7770 -19.7124 1.3417
C -26.0992 -17.5169 -3.2337
Si -24.2786 -17.5093 -2.7088
C -23.2645 -18.3822 -4.1775
C -24.1863 -18.7183 -1.3600
Si -23.6313 -15.4248 -1.9959
Te -21.1884 -15.1780 -1.9988
Si -24.0076 -13.6504 -3.5538
C -22.7542 -12.2715 -3.4342
C -25.7332 -12.8839 -3.2194
C -24.1792 -14.3612 -5.3128
Si -24.5710 -14.8171 0.0355
C -23.9104 -12.9985 0.3277
C -26.4111 -14.7414 0.0778
C -23.9405 -15.7998 1.6097
H -26.2615 -18.5692 -3.3888
H -26.2203 -16.9533 -4.1557
H -26.7401 -17.0304 -2.4481
H -22.8899 -17.6455 -4.8663
H -23.9234 -19.1103 -4.6223
H -22.4553 -18.9708 -3.8320
H -24.2879 -19.7604 -1.7375
H -24.9965 -18.4367 -0.6321
H -23.1738 -18.6039 -0.9296
H -21.7490 -12.5785 -3.8354
H -22.6335 -11.8815 -2.4122
H -23.1475 -11.3898 -3.9464
H -25.9884 -12.8529 -2.1318
H -26.5171 -13.5842 -3.6057
H -25.8387 -11.9106 -3.6085
H -23.3905 -14.5716 -6.0279
H -24.8209 -13.7752 -5.9501
H -24.8187 -15.2651 -5.1523
H -24.6141 -12.2180 -0.1128
H -22.9609 -13.0214 -0.1567
H -23.7772 -12.9158 1.4180
H -26.6585 -13.8246 -0.5126
H -26.9417 -14.6611 0.9750
H -26.9063 -15.5557 -0.5078
H -22.8948 -15.4939 1.6062
H -24.1411 -16.8786 1.3359
H -24.3682 -15.5341 2.5288
C -13.9478 -16.5645 -0.4827
C -13.2907 -16.5728 -1.7176
C -13.7640 -15.7267 -2.7041
C -14.8393 -14.8131 -2.5417
C -15.5050 -14.9127 -1.3547
C -15.0378 -15.7380 -0.3327
Sb -15.4862 -13.3861 -4.0562
C -14.4588 -14.5731 -5.5577
C -13.2947 -14.1489 -6.1811
C -12.5200 -15.0847 -6.8835
C -12.9609 -16.4163 -6.9510
C -14.1370 -16.8238 -6.2942
C -14.8368 -15.8873 -5.5459
C -13.9507 -11.8974 -3.7618
C -13.5929 -11.0835 -4.7822
C -12.6017 -10.1098 -4.6243
C -11.9273 -9.9808 -3.3947
C -12.2305 -10.9468 -2.3957
C -13.2649 -11.9154 -2.5905
H -13.4954 -17.1518 0.3301
H -12.4229 -17.2963 -1.8761
H -13.2499 -15.6333 -3.6486
H -16.3360 -14.2069 -1.2297
H -15.6328 -15.9207 0.5546
H -13.0572 -13.1072 -6.1843
H -11.5431 -14.8700 -7.3776
H -12.2720 -17.1085 -7.4700
H -14.5477 -17.8183 -6.4047
H -15.6907 -16.2226 -5.0737
H -14.1012 -11.0695 -5.7387
H -12.4273 -9.3423 -5.3619
H -11.1241 -9.2664 -3.2185
H -11.5932 -10.9110 -1.4609
H -13.4851 -12.5523 -1.6728
N -15.4246 -19.8109 -1.2896
C -16.2932 -20.3009 -2.2013
O -17.2548 -19.5489 -2.5895
C -15.9838 -21.5318 -2.8063
C -16.8539 -22.1790 -3.6718
N -17.6257 -22.6812 -4.3966
C -14.9821 -22.2550 -2.1748
N -14.1600 -22.6719 -1.4884
H -14.6352 -20.3338 -1.0725
H -15.5398 -18.7860 -1.0344
*
```

Results
Calculated total energy   -144021.0114 eV
<S²>   6.01
HOMO energy (alpha / beta)   -5.8 / -5.8 eV
Frontier orbital gap (alpha / beta)   0.2861 / 0.2159 Ha
Lowest unoccupied orbital energy (alpha / beta)   2.03 / 0.12 eV
ΔE to the lowest compared entry with this formula, charge and spin   163.4 kJ/mol

***

4.
Here is 2 unconnected molecules or ions with the total composition C4H6INO from the Open Molecules 2025 dataset. Energies are from ωB97M-V/def2-TZVPD.

The geometry in ORCA input format:
```
! wB97M-V def2-TZVPD RIJCOSX def2/J DEFGRID3
* xyz 0 1
C 1.1915 -0.1039 -1.8296
C 0.8788 0.9381 0.3908
C -0.5706 -1.0494 -0.3593
C 0.6656 -0.2180 -0.5221
N 1.6298 0.0006 -2.8825
O 1.8968 -1.6169 0.1404
I 3.7565 -1.1513 0.1881
H 0.0847 1.6647 0.2132
H 0.8157 0.6048 1.4243
H 1.8377 1.4191 0.2138
H -1.2108 -0.6513 0.4254
H -0.2606 -2.0555 -0.0693
H -1.1211 -1.1293 -1.2949
*
```

Results
Calculated total energy   -15880.5482 eV
HOMO energy   -8.9 eV
Frontier orbital gap   0.2942 Ha
Lowest unoccupied orbital energy   -0.87 eV
ΔE to the lowest compared entry with this formula, charge and spin   315.5 kJ/mol